No. 1
Formula: C25H23ClF3N3O4
Source: the OMol25 dataset
Level of theory: ωB97M-V with the def2-TZVPD basis set

Output
2S+1: 1
Molecular weight (g/mol): 521.92
Lowest unoccupied orbital energy (eV): 0.089
F_max (eV/Å): 0.72
Gap between HOMO and LUMO (eV): 8.6
DFT total energy (Eh): -2191.547446
Highest occupied orbital energy (eV): -8.52

The geometry in XYZ format:
```
59
C25H23ClF3N3O4 ωB97M-V with the def2-TZVPD basis set
C -0.833 1.800 3.231
H -0.030 1.459 3.865
C 1.800 2.342 0.716
C -5.018 -3.304 -1.408
N 1.953 0.439 -1.807
H -1.573 -1.636 4.872
F 4.295 -1.046 -5.212
O 1.430 3.039 -0.196
C -1.090 -2.021 -0.553
H -1.708 -0.388 0.695
C -2.018 1.082 3.154
H -3.684 3.078 0.990
C 2.275 0.286 -3.074
H 0.968 -2.265 -1.093
H -1.844 -4.607 -3.309
F 4.947 0.995 -5.378
C -0.656 2.953 2.474
N 0.308 -0.172 0.224
H 1.894 1.902 2.680
O -2.255 -0.087 3.803
O -3.912 -3.803 -2.119
C -1.203 -0.665 4.546
H 0.490 -3.911 -2.863
C -0.320 -3.491 -2.285
C 1.329 0.020 1.053
H -3.192 -1.981 -0.219
H -1.539 4.296 1.063
C -2.398 -2.415 -0.807
C 3.925 0.228 -4.975
H -5.126 -2.223 -1.539
O 1.385 -0.375 2.205
H 0.984 3.960 3.468
C 0.702 3.614 2.471
C -1.616 -3.886 -2.541
H 1.464 0.035 -3.743
C 3.577 0.443 -3.530
H 5.590 0.915 -2.927
H 3.299 0.848 1.181
N 1.698 2.649 2.027
C 2.869 0.745 -0.900
C 2.441 0.942 0.512
F 2.899 0.481 -5.797
H -3.972 0.999 2.302
H -0.958 -0.060 5.425
H 0.404 0.176 -0.726
Cl 5.421 1.363 -0.143
C -3.051 1.560 2.343
H -0.306 -0.800 3.934
C -0.050 -2.563 -1.292
C 4.209 0.931 -1.283
C -1.680 3.410 1.662
C -0.823 -1.014 0.535
H -5.889 -3.805 -1.829
H -4.949 -3.537 -0.341
H -0.598 -1.528 1.477
C -2.881 2.718 1.616
C 4.567 0.773 -2.611
C -2.670 -3.352 -1.797
H 0.718 4.452 1.774
```

Atom charges from the Löwdin analysis, given in e for atoms 1 to 5: number 1, C, carries 0.02; number 2, H, carries 0.11; number 3, C, carries -0.45; number 4, C, carries -0.09; number 5, N, carries 0.13



No. 2
Formula: C25H23ClN2O5RuS5
Source: the OMol25 dataset
Level of theory: ωB97M-V with the def2-TZVPD basis set

Output
2S+1: 2
Molecular weight (g/mol): 728.33
Lowest unoccupied orbital energy (alpha / beta) (eV): 2.462 / 2.135
Total charge: -1
F_max (eV/Å): 1.10
Gap between HOMO and LUMO (alpha / beta) (eV): 7.1 / 7.1
DFT total energy (Eh): -3998.353765
Highest occupied orbital energy (alpha / beta) (eV): -4.68 / -4.96

The geometry in XYZ format:
```
62
C25H23ClN2O5RuS5 ωB97M-V with the def2-TZVPD basis set
C -2.042 4.751 1.192
H -4.335 1.949 -2.790
H -0.878 -2.448 3.656
N 1.854 -0.943 1.564
H -4.520 3.582 1.153
C 0.250 2.328 -1.392
C -0.337 -2.856 -2.328
C -0.151 -4.177 -2.125
O -1.724 -0.385 -0.659
H 2.502 -4.796 0.365
C 2.654 -0.379 0.700
C -2.667 -3.990 -2.847
S -1.959 -2.424 -2.836
C -2.724 4.025 0.071
H -2.422 -2.001 2.132
H -4.033 -1.332 -0.963
C -0.398 -1.463 1.822
C -4.560 2.750 -0.817
C 5.028 -0.056 0.033
C -1.753 -1.520 1.433
H -2.654 4.727 2.093
C -2.634 3.112 -2.172
H 0.410 -1.224 3.785
H -1.843 5.792 0.931
S -1.541 -5.208 -2.378
S -4.222 -4.301 -3.299
H 3.833 -0.863 3.085
C -3.890 2.546 -2.006
C 6.387 -0.049 0.315
S 0.897 -1.602 -2.256
H 0.751 -4.627 0.641
C 5.917 -0.623 2.599
C 4.108 -0.354 1.031
H 1.694 -3.275 -0.047
C 1.579 -4.353 -0.009
C -2.333 -0.998 0.280
N 0.544 -0.950 1.056
H 6.261 -0.840 3.603
C -0.011 -2.015 3.163
O 0.336 2.128 -0.157
S 1.335 -5.006 -1.676
H -4.294 -0.157 0.321
H 7.098 0.179 -0.469
H 4.659 0.165 -0.959
Cl -6.159 2.077 -0.601
C -2.069 3.859 -1.151
C 4.561 -0.636 2.318
H -4.257 -1.886 0.713
Ru 0.277 -0.118 -0.669
C 0.183 3.749 -1.922
H -1.079 4.281 1.399
O 2.307 0.114 -0.437
C -3.821 -1.112 0.083
H 7.896 -0.326 1.817
C -3.986 3.470 0.218
H -2.088 2.943 -3.090
O -0.855 4.489 -1.282
H 0.055 3.728 -3.006
H 0.772 -2.766 3.054
O 0.155 1.369 -2.206
H 1.102 4.278 -1.674
C 6.835 -0.331 1.597
```

Atom charges from the Löwdin analysis, given in e for atoms 1 to 5: number 1, C, carries -0.03; number 2, H, carries 0.11; number 3, H, carries 0.07; number 4, N, carries 0.08; number 5, H, carries 0.11



No. 3
Formula: C25H23N5Tc
Source: the OMol25 dataset
Level of theory: ωB97M-V with the def2-TZVPD basis set

Output
2S+1: 2
Molecular weight (g/mol): 491.49
Lowest unoccupied orbital energy (alpha / beta) (eV): -8.064 / -8.086
Total charge: +2
F_max (eV/Å): 1.47
Gap between HOMO and LUMO (alpha / beta) (eV): 6.1 / 6.2
DFT total energy (Eh): -1320.496769
Highest occupied orbital energy (alpha / beta) (eV): -14.21 / -14.25

The geometry in XYZ format:
```
54
C25H23N5Tc ωB97M-V with the def2-TZVPD basis set
H -0.233 1.018 4.204
H -2.368 -1.489 -2.239
C -1.387 0.584 1.683
C -2.016 -2.201 -1.509
C -1.241 0.782 0.302
C -0.791 -3.862 -0.469
H -5.570 1.623 2.179
C 2.475 -2.848 -0.386
C -3.361 1.921 0.274
H 1.542 -2.617 2.732
C -1.775 -3.404 0.430
H -0.194 2.859 -0.569
C 0.966 -0.859 3.992
H 4.163 2.857 -3.918
C -3.500 1.761 1.657
H 2.119 -3.694 0.178
C 1.506 3.186 -1.792
C 0.978 -1.712 2.888
H 4.523 -3.361 -1.085
H 4.157 4.055 -2.622
H -1.918 -3.753 1.442
H 1.334 4.251 -1.866
C -4.715 2.276 2.368
N -0.402 -0.125 2.432
C 0.835 1.007 -0.958
H -0.335 -3.216 -2.572
H -0.103 -4.674 -0.300
Tc -0.345 -1.679 -0.071
H -4.981 3.270 2.011
C -2.504 1.076 2.343
H -3.352 -1.828 0.237
C 2.600 2.611 -2.458
N 2.400 -0.900 -1.307
H -2.606 0.901 3.407
H 1.530 -0.955 4.902
H -4.561 2.324 3.444
H 3.694 0.831 -2.796
C 3.695 -2.677 -1.039
H 2.956 4.153 -3.898
H -2.162 1.563 -1.466
N 1.695 -1.785 -0.546
C 2.832 1.249 -2.301
H 4.359 -0.890 -2.153
N 0.146 -1.270 1.950
C 3.617 -1.432 -1.600
C 0.651 2.407 -1.066
C -2.533 -2.376 -0.203
C -0.924 -3.095 -1.677
C 3.520 3.457 -3.278
H -4.136 2.434 -0.282
N -0.108 0.221 -0.364
C -2.256 1.437 -0.395
C 0.079 0.141 3.663
C 2.005 0.444 -1.534
```

Atom charges from the Löwdin analysis, given in e for atoms 1 to 5: number 1, H, carries 0.15; number 2, H, carries 0.13; number 3, C, carries -0.12; number 4, C, carries -0.15; number 5, C, carries -0.25



No. 4
Formula: C25H23NO7PSSe2W
Source: the OMol25 dataset
Level of theory: ωB97M-V with the def2-TZVPD basis set

Output
2S+1: 1
Molecular weight (g/mol): 854.26
Lowest unoccupied orbital energy (eV): -4.995
Total charge: +1
F_max (eV/Å): 0.14
Gap between HOMO and LUMO (eV): 6.0
DFT total energy (Eh): -7157.342710
Highest occupied orbital energy (eV): -10.96

The geometry in XYZ format:
```
61
C25H23NO7PSSe2W ωB97M-V with the def2-TZVPD basis set
C 3.401 1.530 -0.759
H -5.054 4.339 0.637
H 4.139 1.535 1.241
C -4.429 3.555 0.230
C -3.615 0.313 -3.570
O 3.742 -0.325 3.607
C -2.152 -1.518 -5.079
C 3.359 2.029 0.664
H 3.543 3.104 0.715
H -5.120 2.078 1.621
C 2.317 1.408 2.737
C -1.674 -1.115 -3.847
H -3.555 4.827 -1.265
P -1.782 0.275 -1.489
H -1.592 -2.231 -5.668
C -4.469 2.285 0.783
H 1.380 1.349 3.292
H 1.062 3.199 0.173
C -3.357 -1.011 -5.557
H 1.468 -5.698 4.541
O 1.525 -1.894 -0.200
C -3.659 1.280 0.275
H 0.228 -3.604 4.234
O 3.584 -2.707 -0.317
H -2.118 3.051 -2.190
H -0.744 -1.514 -3.462
C -2.406 -0.192 -3.095
O -0.317 0.921 1.489
H -3.729 -1.333 -6.520
H 3.636 -4.929 0.931
H 3.490 -0.506 -0.679
C -0.294 2.268 1.519
C 3.001 0.051 2.754
O -1.242 2.940 1.774
C -4.086 -0.102 -4.806
H -3.665 0.295 0.722
Se 0.318 0.914 -1.631
C -3.585 3.833 -0.840
C 0.971 -3.900 3.505
O 2.698 -0.648 1.653
H 3.188 -6.384 2.888
C 1.211 -3.079 2.404
C -2.779 2.836 -1.357
C 2.179 -3.472 1.468
W 1.016 -0.254 0.610
H -5.025 0.283 -5.180
C 2.537 -2.691 0.266
H 2.797 2.143 -1.428
H 1.322 3.642 1.875
H -4.184 1.020 -2.980
C 2.883 -4.659 1.659
Se -1.371 -1.362 -0.117
H 2.953 2.169 3.190
H 4.421 1.518 -1.138
C 2.633 -5.466 2.752
C -2.819 1.558 -0.797
S 0.182 -1.630 2.382
O 2.841 0.214 -0.798
C 1.080 2.823 1.197
N 2.044 1.718 1.305
C 1.672 -5.080 3.677
```

Atom charges from the Löwdin analysis, given in e for atoms 1 to 5: number 1, C, carries -0.19; number 2, H, carries 0.11; number 3, H, carries 0.14; number 4, C, carries -0.05; number 5, C, carries -0.07